[1]
Molecular formula: C29H49BrN2OP2Sr
Method: DFT, wB97M-V/def2-TZVPD

```
! RIJCOSX wB97M-V def2-TZVPD def2/J DEFGRID3
* xyz 2 1
N -4.976 4.756 -3.130
C -4.319 5.209 -2.067
C -2.964 4.919 -1.854
C -2.294 4.081 -2.784
C -3.037 3.576 -3.877
C -4.379 3.971 -4.022
C -0.845 3.859 -2.648
Sr 0.701 3.341 -0.730
P 4.251 0.746 -1.110
C -0.130 2.696 -3.019
C -0.479 1.315 -2.693
C 0.041 0.238 -3.470
C -0.165 -1.067 -3.139
C -0.711 -1.429 -1.806
C -1.489 -0.329 -1.197
C -1.341 0.969 -1.612
Br 0.919 -1.658 -0.618
H -0.266 4.811 -2.572
H 0.695 2.829 -3.738
H -2.457 5.359 -0.988
H -2.575 2.934 -4.630
H -4.875 5.849 -1.373
H -4.959 3.646 -4.892
H 0.561 0.502 -4.401
H -1.981 1.755 -1.169
H 0.224 -1.880 -3.756
H -2.070 -0.574 -0.305
P -1.540 -3.108 -1.695
C 2.919 1.959 -0.854
C 3.578 3.331 -1.093
H 2.537 1.859 0.189
H 2.121 1.718 -1.612
H 2.983 4.242 -0.858
H 4.466 3.405 -0.450
H 3.926 3.421 -2.132
C 3.564 -0.164 -2.566
C 4.469 -1.296 -3.057
H 3.424 0.586 -3.360
H 2.574 -0.556 -2.282
H 4.129 -1.630 -4.045
H 5.513 -0.969 -3.158
H 4.446 -2.161 -2.382
C 4.025 -0.473 0.267
C 5.185 -0.467 1.267
H 3.950 -1.467 -0.197
H 3.075 -0.265 0.783
H 5.038 -1.265 2.002
H 6.143 -0.646 0.764
H 5.253 0.485 1.809
C -1.750 -3.449 0.074
C -1.498 -4.883 0.538
H -2.771 -3.141 0.332
H -1.076 -2.760 0.601
H -2.235 -5.586 0.126
H -0.495 -5.235 0.276
H -1.601 -4.904 1.631
C -0.417 -4.315 -2.435
C -0.627 -4.571 -3.926
H -0.530 -5.247 -1.858
H 0.595 -3.950 -2.230
H -1.449 -5.281 -4.081
H -0.851 -3.654 -4.481
H 0.288 -5.003 -4.349
C -3.101 -3.194 -2.585
C -4.361 -2.805 -1.819
H -3.175 -4.229 -2.952
H -2.963 -2.558 -3.469
H -4.476 -1.719 -1.776
H -5.230 -3.209 -2.351
H -4.372 -3.211 -0.802
C -1.037 0.831 4.229
N -0.353 1.264 3.019
C 0.989 0.770 2.730
C -0.907 2.103 2.149
C -2.270 2.652 2.355
O -0.215 2.434 1.127
H -0.345 0.198 4.788
H -1.943 0.257 3.985
H -1.326 1.693 4.846
H 0.984 0.109 1.848
H 1.687 1.601 2.542
H 1.320 0.210 3.611
H -2.487 3.392 1.576
H -3.019 1.846 2.315
H -2.351 3.146 3.334
*
```

The calculation puts the LUMO energy (spin up / spin down) at -6.0 / -6.0 eV. The calculation puts the total energy at -125337.7061 eV. The HOMO energy (spin up / spin down) comes out at -11.9 / -11.9 eV. The value obtained for the HOMO-LUMO gap (spin up / spin down) is 5.85 / 5.84 eV. The calculation puts the energy above the lowest of the compared OMol25 structures with the same formula, charge and spin at 34.5 kJ/mol.

***

[2]
Molecular formula: C9H14N4O
Method: DFT, wB97M-V/def2-TZVPD

```
! RIJCOSX wB97M-V def2-TZVPD def2/J DEFGRID3
* xyz 2 1
C -3.314 -1.613 0.721
C -1.546 -0.235 0.758
C -3.755 0.562 -0.237
C 2.038 0.113 -0.026
C -2.354 0.936 0.124
C 1.528 -2.244 -0.747
C 2.235 2.602 0.374
C 2.612 -1.188 -0.347
C 2.757 1.370 -0.316
N -2.125 -1.420 1.077
N -0.307 -0.052 0.703
N 0.775 0.315 0.921
N -4.121 -0.881 0.021
O -4.668 1.201 -0.706
H -3.667 -2.580 1.032
H -2.508 1.719 0.859
H -1.929 1.470 -0.797
H 1.908 -2.956 -1.398
H 0.705 -1.891 -1.260
H 1.226 -2.802 0.086
H 2.815 3.386 0.023
H 2.478 2.537 1.478
H 1.240 2.881 0.191
H 3.296 -1.031 -1.075
H 3.114 -1.727 0.503
H 3.767 1.153 -0.150
H 2.779 1.511 -1.496
H -4.979 -1.135 -0.316
*
```

The calculation puts the LUMO energy at -10.5 eV. The calculation puts the total energy at -17545.1159 eV. The HOMO energy comes out at -17.6 eV. The value obtained for the HOMO-LUMO gap is 7.16 eV. The calculation puts the energy above the lowest of the compared OMol25 structures with the same formula, charge and spin at 345.8 kJ/mol.